Entry 1:
The following is a quantum chemistry calculation of a 9-piece molecular cluster, C27H63N9O9 overall at a distorted geometry, from the OMol25 dataset.

Output
- SMILES: CNC(C)=O.CNC(C)=O.CNC(C)=O.CNC(C)=O.CNC(C)=O.CNC(C)=O.CNC(C)=O.CNC(C)=O.CNC(C)=O
- Relative energy (zero: lowest compared OMol25 entry of this formula, charge and spin): 1.787 eV
- HOMO energy: -0.3337 hartree
- Maximum force: 0.0617 Eh/bohr

Element x y z (Å)
C (-1.171, -0.721, 2.089)
C (-0.982, -0.167, 0.701)
O (-1.936, 0.363, 0.101)
N (0.214, -0.369, 0.105)
C (1.407, -0.825, 0.800)
H (-0.920, 0.008, 2.865)
H (-0.591, -1.630, 2.166)
H (-2.260, -0.926, 2.216)
H (0.267, 0.112, -0.794)
H (2.241, -0.593, 0.114)
H (1.438, -1.889, 1.061)
H (1.520, -0.275, 1.731)
C (2.873, 2.930, -3.758)
C (1.605, 3.249, -2.991)
O (0.790, 2.321, -2.678)
N (1.365, 4.560, -2.723)
C (0.033, 5.018, -2.334)
H (3.557, 3.784, -3.793)
H (2.597, 2.583, -4.739)
H (3.245, 2.118, -3.241)
H (2.132, 5.146, -2.640)
H (-0.490, 5.470, -3.156)
H (0.067, 5.826, -1.596)
H (-0.591, 4.210, -1.939)
C (-3.105, 3.672, -0.091)
C (-3.425, 3.217, -1.472)
O (-4.426, 3.574, -2.065)
N (-2.396, 2.545, -2.029)
C (-2.528, 1.987, -3.315)
H (-2.717, 4.670, -0.034)
H (-2.398, 3.058, 0.410)
H (-4.040, 3.629, 0.462)
H (-1.724, 2.059, -1.447)
H (-2.768, 0.895, -3.317)
H (-1.681, 2.024, -3.971)
H (-3.408, 2.431, -3.836)
C (4.506, 4.898, 0.085)
C (2.961, 4.805, 0.211)
O (2.182, 5.761, 0.095)
N (2.573, 3.566, 0.554)
C (1.124, 3.245, 0.599)
H (4.721, 5.641, 0.894)
H (4.954, 5.366, -0.799)
H (5.072, 3.973, 0.188)
H (3.206, 2.823, 0.293)
H (0.727, 3.067, -0.398)
H (0.577, 3.993, 1.152)
H (1.072, 2.289, 1.155)
C (-4.621, 2.094, 2.994)
C (-5.107, 1.051, 1.953)
O (-4.760, -0.142, 1.970)
N (-5.888, 1.562, 0.991)
C (-6.329, 0.820, -0.136)
H (-5.009, 1.885, 3.999)
H (-4.799, 3.156, 2.758)
H (-3.573, 1.852, 3.052)
H (-5.987, 2.540, 1.027)
H (-6.535, 1.523, -0.942)
H (-7.264, 0.307, -0.007)
H (-5.541, 0.125, -0.411)
C (-0.838, -4.348, -1.118)
C (0.589, -4.065, -1.338)
O (1.396, -4.024, -0.423)
N (0.917, -3.758, -2.611)
C (2.288, -3.445, -3.021)
H (-0.980, -5.154, -0.360)
H (-1.406, -4.529, -2.024)
H (-1.341, -3.486, -0.735)
H (0.250, -4.087, -3.287)
H (3.002, -4.273, -2.945)
H (2.688, -2.537, -2.544)
H (2.156, -3.318, -4.107)
C (-3.649, -2.142, -1.737)
C (-3.821, -3.127, -0.663)
O (-3.906, -4.341, -0.821)
N (-3.735, -2.662, 0.574)
C (-4.248, -3.420, 1.688)
H (-2.704, -1.574, -1.669)
H (-4.439, -1.378, -1.627)
H (-3.776, -2.645, -2.709)
H (-3.886, -1.644, 0.736)
H (-3.872, -2.932, 2.556)
H (-3.988, -4.452, 1.648)
H (-5.336, -3.407, 1.719)
C (-0.761, -5.180, 2.679)
C (0.623, -5.382, 3.283)
O (0.817, -5.815, 4.431)
N (1.589, -5.013, 2.419)
C (3.011, -5.082, 2.846)
H (-1.505, -5.057, 3.542)
H (-1.018, -6.005, 1.997)
H (-0.687, -4.249, 2.077)
H (1.388, -4.596, 1.503)
H (3.090, -5.761, 3.699)
H (3.368, -4.108, 3.237)
H (3.652, -5.328, 1.963)
C (5.280, 0.190, 2.218)
C (5.336, 0.806, 0.812)
O (4.416, 1.460, 0.287)
N (6.486, 0.555, 0.159)
C (7.525, -0.328, 0.549)
H (5.147, -0.868, 2.092)
H (4.504, 0.670, 2.892)
H (6.172, 0.366, 2.843)
H (6.548, 0.952, -0.764)
H (8.009, -0.788, -0.334)
H (7.239, -1.184, 1.194)
H (8.356, 0.227, 1.054)

Löwdin population analysis, charges in e, atoms 1 to 2: 0.014, -0.527

Entry 2:
The following is a quantum chemistry calculation of a 10-piece molecular cluster, C27H66Cl6F6N4O10P overall at a distorted geometry, from the OMol25 dataset.

Output
- HOMO energy: -0.2725 hartree
- Maximum force: 0.0739 Eh/bohr
- Net charge: -1

Element x y z (Å)
P (1.344, -0.953, -0.198)
F (0.450, -1.626, 1.039)
F (1.111, 0.396, 0.631)
F (2.653, -1.263, 0.771)
F (2.277, -0.216, -1.272)
F (1.547, -2.261, -1.163)
F (0.041, -0.596, -1.069)
C (3.775, 2.160, 7.054)
C (2.446, 2.789, 7.323)
C (2.442, 4.317, 7.067)
O (1.160, 4.866, 7.094)
C (1.155, 6.238, 7.531)
N (1.417, 2.294, 6.394)
H (4.554, 2.459, 7.755)
H (4.060, 2.290, 6.010)
H (3.746, 1.103, 7.316)
H (2.117, 2.696, 8.357)
H (2.812, 4.527, 6.063)
H (3.075, 4.781, 7.824)
H (1.799, 6.877, 6.927)
H (1.472, 6.298, 8.572)
H (0.145, 6.633, 7.430)
H (1.666, 1.348, 6.143)
H (1.560, 2.835, 5.553)
C (-1.299, 8.543, 0.490)
C (-2.547, 8.149, -0.270)
C (-2.346, 7.083, -1.386)
O (-1.352, 7.465, -2.393)
C (-0.849, 6.360, -3.138)
N (-3.452, 7.544, 0.719)
H (-0.697, 9.207, -0.131)
H (-0.716, 7.684, 0.821)
H (-1.572, 9.129, 1.368)
H (-3.022, 9.032, -0.698)
H (-3.300, 6.991, -1.904)
H (-2.061, 6.171, -0.861)
H (-1.583, 5.905, -3.802)
H (-0.434, 5.661, -2.411)
H (-0.026, 6.636, -3.797)
H (-4.305, 7.360, 0.210)
H (-3.683, 8.247, 1.407)
C (-6.341, 0.872, 2.228)
C (-6.077, 0.805, 3.720)
C (-6.008, -0.626, 4.264)
O (-6.185, -0.518, 5.652)
C (-7.117, -1.445, 6.128)
N (-4.837, 1.561, 4.048)
H (-6.356, 1.906, 1.882)
H (-7.303, 0.466, 1.915)
H (-5.566, 0.350, 1.666)
H (-6.954, 1.325, 4.107)
H (-5.037, -1.049, 4.005)
H (-6.767, -1.202, 3.734)
H (-8.068, -1.231, 5.638)
H (-7.246, -1.208, 7.184)
H (-6.710, -2.439, 5.943)
H (-4.070, 1.151, 3.535)
H (-4.866, 2.489, 3.649)
C (-0.144, -9.826, 1.639)
C (0.539, -8.633, 1.013)
C (1.392, -9.109, -0.212)
O (2.313, -10.110, 0.113)
C (3.331, -9.657, 0.991)
N (-0.502, -7.800, 0.487)
H (-0.797, -9.605, 2.484)
H (0.578, -10.421, 2.198)
H (-0.663, -10.433, 0.898)
H (1.149, -8.053, 1.705)
H (1.865, -8.220, -0.631)
H (0.704, -9.546, -0.935)
H (3.842, -8.721, 0.763)
H (4.093, -10.436, 1.025)
H (2.818, -9.674, 1.953)
H (-0.169, -7.611, -0.448)
H (-0.529, -6.923, 0.987)
C (-11.782, -0.036, -9.822)
C (-11.521, -0.172, -8.340)
O (-10.136, -0.250, -8.125)
C (-9.588, 0.144, -7.005)
O (-10.147, 0.680, -6.019)
O (-8.288, -0.089, -7.251)
C (-7.298, 0.151, -6.281)
H (-11.515, 0.934, -10.240)
H (-12.803, -0.353, -10.033)
H (-11.135, -0.716, -10.376)
H (-11.947, -1.057, -7.868)
H (-11.895, 0.685, -7.780)
H (-7.359, -0.465, -5.383)
H (-7.322, 1.200, -5.987)
H (-6.335, -0.016, -6.763)
C (8.872, -2.797, -3.163)
C (8.758, -1.431, -3.762)
O (9.772, -1.106, -4.717)
C (11.009, -0.502, -4.497)
O (11.840, -0.428, -5.402)
O (11.194, -0.217, -3.147)
C (12.471, 0.331, -2.825)
H (8.516, -3.564, -3.850)
H (8.507, -3.011, -2.158)
H (9.936, -2.918, -2.959)
H (8.735, -0.684, -2.968)
H (7.821, -1.394, -4.318)
H (13.152, -0.497, -3.021)
H (12.419, 0.653, -1.785)
H (12.622, 1.155, -3.522)
C (5.286, 5.870, -0.314)
Cl (6.626, 4.633, -0.122)
Cl (5.393, 7.207, 0.835)
H (5.380, 6.241, -1.334)
H (4.330, 5.371, -0.154)
C (9.060, -3.955, 3.822)
Cl (9.817, -2.803, 2.664)
Cl (9.804, -5.606, 3.837)
H (8.934, -3.586, 4.840)
H (8.060, -4.188, 3.457)
C (-1.727, -4.965, -6.826)
Cl (-3.231, -5.782, -6.586)
Cl (-1.524, -4.633, -8.600)
H (-1.787, -4.032, -6.265)
H (-0.865, -5.590, -6.592)

Löwdin population analysis, charges in e, atoms 1 to 2: 0.161, -0.218

Entry 3:
The following is a quantum chemistry calculation of a 6-piece molecular cluster, C27H66FN2O6P overall at a distorted geometry, from the OMol25 dataset.

Output
- SMILES: CNCP(CCF)CCC(N)=O.CCOCC.CCOCC.CCOCC.CCOCC.CCOCC
- HOMO energy: -0.3000 hartree
- Maximum force: 0.1544 Eh/bohr

Element x y z (Å)
C (2.157, 2.932, -1.271)
N (3.464, 2.319, -1.397)
C (3.452, 0.926, -1.736)
P (3.635, -0.165, -0.271)
C (2.294, -1.382, -0.561)
C (0.881, -0.989, -0.419)
F (0.214, -1.973, 0.187)
C (3.296, 0.942, 1.134)
C (3.449, 0.333, 2.472)
C (2.654, -0.842, 2.731)
N (3.253, -2.021, 2.558)
O (1.591, -0.716, 3.133)
H (2.018, 3.308, -0.316)
H (1.388, 2.266, -1.498)
H (2.054, 3.737, -1.914)
H (3.978, 2.790, -2.100)
H (4.213, 0.716, -2.398)
H (2.571, 0.651, -2.238)
H (2.488, -2.243, -0.014)
H (2.439, -1.629, -1.557)
H (0.745, -0.112, 0.132)
H (0.459, -0.857, -1.357)
H (4.039, 1.652, 1.043)
H (2.407, 1.474, 1.067)
H (4.468, 0.121, 2.633)
H (3.149, 1.008, 3.190)
H (2.542, -2.706, 2.379)
H (3.908, -2.030, 1.796)
C (-4.397, -3.570, 4.497)
C (-3.892, -3.124, 3.135)
O (-3.748, -1.727, 2.999)
C (-2.862, -1.076, 3.887)
C (-1.404, -1.515, 3.890)
H (-5.354, -3.101, 4.720)
H (-4.527, -4.652, 4.511)
H (-3.703, -3.309, 5.297)
H (-4.611, -3.413, 2.369)
H (-2.951, -3.632, 2.891)
H (-3.260, -1.134, 4.908)
H (-2.921, -0.030, 3.587)
H (-1.291, -2.552, 4.211)
H (-0.834, -0.892, 4.575)
H (-0.969, -1.423, 2.902)
C (6.415, 0.160, -6.332)
C (6.100, 1.537, -5.774)
O (6.290, 1.655, -4.378)
C (7.600, 1.410, -3.901)
C (8.656, 2.338, -4.475)
H (5.813, -0.599, -5.835)
H (6.200, 0.133, -7.399)
H (7.464, -0.106, -6.199)
H (5.047, 1.762, -5.937)
H (6.671, 2.307, -6.305)
H (7.877, 0.363, -4.067)
H (7.539, 1.550, -2.824)
H (8.760, 2.228, -5.554)
H (9.624, 2.122, -4.025)
H (8.402, 3.377, -4.269)
C (-0.539, 2.035, 3.462)
C (-0.241, 3.513, 3.625)
O (-1.066, 4.362, 2.851)
C (-2.453, 4.278, 3.103)
C (-2.852, 4.610, 4.531)
H (-0.456, 1.740, 2.415)
H (0.159, 1.438, 4.044)
H (-1.547, 1.785, 3.795)
H (0.774, 3.721, 3.289)
H (-0.284, 3.797, 4.684)
H (-2.834, 3.288, 2.821)
H (-2.908, 4.994, 2.422)
H (-2.425, 3.911, 5.250)
H (-3.936, 4.571, 4.634)
H (-2.513, 5.610, 4.797)
C (-8.074, 1.184, 0.295)
C (-7.008, 0.872, -0.741)
O (-5.999, 1.853, -0.849)
C (-5.247, 2.082, 0.327)
C (-4.469, 0.877, 0.835)
H (-8.544, 2.142, 0.080)
H (-8.839, 0.410, 0.288)
H (-7.662, 1.234, 1.304)
H (-7.465, 0.823, -1.729)
H (-6.572, -0.111, -0.546)
H (-5.901, 2.479, 1.113)
H (-4.550, 2.878, 0.072)
H (-5.116, 0.045, 1.110)
H (-3.895, 1.149, 1.720)
H (-3.778, 0.517, 0.072)
C (0.195, -4.334, -1.905)
C (-0.285, -5.176, -3.075)
O (-1.646, -5.523, -3.015)
C (-2.537, -4.431, -2.984)
C (-2.430, -3.508, -4.187)
H (0.018, -4.851, -0.964)
H (1.264, -4.139, -2.002)
H (-0.313, -3.373, -1.849)
H (0.252, -6.123, -3.092)
H (-0.061, -4.671, -4.023)
H (-2.415, -3.865, -2.054)
H (-3.526, -4.878, -2.950)
H (-1.450, -3.034, -4.254)
H (-3.175, -2.717, -4.121)
H (-2.594, -4.065, -5.110)

Löwdin population analysis, charges in e, atoms 1 to 2: -0.100, -0.138

Entry 4:
The following is a quantum chemistry calculation of C27H66NO21S7 as an isolated structure at a distorted geometry, from the OMol25 dataset.

Output
- HOMO energy: -0.2185 hartree
- Maximum force: 0.0248 Eh/bohr
- Net charge: -1

Element x y z (Å)
C (0.081, -1.727, 0.759)
O (-1.174, -2.001, 0.158)
C (-1.608, -0.977, -0.736)
C (-3.142, -0.791, -0.667)
C (-3.696, -0.848, 0.771)
C (-3.678, 0.518, 1.491)
C (-2.294, 0.841, 2.144)
S (-1.799, 2.512, 1.679)
O (-1.646, 2.531, 0.221)
O (-2.843, 3.390, 2.219)
N (-0.379, 2.679, 2.476)
S (0.170, 4.196, 2.596)
O (-0.395, 5.137, 1.635)
O (0.146, 4.649, 3.982)
O (1.742, 3.992, 2.195)
C (2.559, 5.158, 2.483)
C (3.743, 5.259, 1.500)
C (4.452, 3.882, 1.447)
C (3.418, 5.831, 0.072)
C (2.150, 6.712, -0.011)
C (3.335, 4.750, -1.034)
H (0.034, -1.982, 1.846)
H (0.897, -2.315, 0.295)
H (0.348, -0.658, 0.679)
H (-1.323, -1.260, -1.770)
H (-1.138, -0.009, -0.483)
H (-3.648, -1.522, -1.326)
H (-3.339, 0.209, -1.094)
H (-3.129, -1.572, 1.376)
H (-4.737, -1.224, 0.741)
H (-4.463, 0.543, 2.267)
H (-3.928, 1.314, 0.769)
H (-2.379, 0.821, 3.242)
H (-1.516, 0.122, 1.846)
H (1.941, 6.064, 2.514)
H (2.965, 5.007, 3.501)
H (4.466, 5.954, 1.972)
H (4.725, 3.577, 2.472)
H (3.795, 3.102, 1.035)
H (5.365, 3.923, 0.826)
H (4.267, 6.499, -0.188)
H (2.195, 7.294, -0.953)
H (2.094, 7.453, 0.805)
H (1.232, 6.109, -0.030)
H (2.921, 5.203, -1.953)
H (4.315, 4.299, -1.251)
H (2.638, 3.953, -0.727)
O (-5.296, -3.964, -2.833)
S (-5.448, -5.076, -1.942)
O (-5.498, -4.859, -0.528)
O (-4.342, -6.168, -2.273)
C (-2.954, -5.735, -2.310)
C (-2.380, -5.560, -0.922)
C (-6.855, -6.025, -2.416)
H (-2.871, -4.817, -2.895)
H (-2.423, -6.520, -2.842)
H (-2.835, -4.716, -0.405)
H (-1.307, -5.377, -0.983)
H (-2.557, -6.456, -0.324)
H (-6.798, -6.228, -3.483)
H (-7.732, -5.423, -2.187)
H (-6.864, -6.946, -1.838)
O (3.285, -0.503, -1.488)
S (2.393, -0.611, -2.605)
O (1.358, -1.599, -2.601)
O (3.274, -0.786, -3.932)
C (4.259, -1.836, -3.932)
C (3.635, -3.194, -4.181)
C (1.696, 0.956, -2.987)
H (4.815, -1.811, -2.992)
H (4.947, -1.572, -4.734)
H (3.004, -3.492, -3.344)
H (4.415, -3.946, -4.315)
H (3.010, -3.166, -5.074)
H (2.495, 1.691, -3.040)
H (1.004, 1.197, -2.181)
H (1.165, 0.877, -3.932)
O (1.277, -0.806, 6.064)
S (1.910, -0.909, 4.781)
O (1.371, -1.796, 3.795)
O (3.457, -1.255, 5.013)
C (3.755, -2.366, 5.879)
C (3.570, -3.702, 5.189)
C (2.106, 0.680, 4.067)
H (3.146, -2.291, 6.781)
H (4.796, -2.220, 6.166)
H (2.521, -3.893, 4.969)
H (3.941, -4.502, 5.834)
H (4.119, -3.724, 4.247)
H (2.553, 1.342, 4.804)
H (1.110, 1.030, 3.792)
H (2.730, 0.585, 3.182)
O (-0.407, -7.584, -3.546)
S (0.403, -7.706, -4.723)
O (-0.050, -7.146, -5.959)
O (0.763, -9.245, -4.938)
C (-0.333, -10.188, -4.921)
C (-1.106, -10.198, -6.223)
C (2.027, -7.129, -4.372)
H (-0.978, -9.970, -4.069)
H (0.141, -11.152, -4.743)
H (-1.647, -9.264, -6.370)
H (-1.826, -11.017, -6.212)
H (-0.430, -10.331, -7.068)
H (2.374, -7.593, -3.453)
H (1.953, -6.049, -4.251)
H (2.676, -7.373, -5.209)
O (-3.348, 10.564, 4.152)
S (-2.899, 10.499, 2.791)
O (-3.865, 10.498, 1.732)
O (-1.889, 9.296, 2.621)
C (-2.290, 7.974, 3.089)
C (-3.219, 7.278, 2.123)
C (-1.742, 11.797, 2.495)
H (-2.726, 8.067, 4.085)
H (-1.359, 7.418, 3.184)
H (-4.192, 7.770, 2.077)
H (-3.357, 6.243, 2.439)
H (-2.792, 7.275, 1.120)
H (-0.989, 11.779, 3.279)
H (-2.299, 12.731, 2.518)
H (-1.294, 11.645, 1.516)

Löwdin population analysis, charges in e, atoms 1 to 2: -0.113, -0.210

E, record by record: -60862.9071 -156236.4515 -56336.9088 -149403.0653 eV
Gap between HOMO and LUMO, record by record: 9.112 9.197 8.724 7.508 eV